(1)
Density functional theory data (ωB97M-V with the def2-TZVPD basis set) for C30H28BrCl3N4O5Se2V as an isolated structure.

Geometry as XYZ:
```
74
C30H28BrCl3N4O5Se2V, DFT ωB97M-V with the def2-TZVPD basis set
V -0.242 -0.615 0.305
Se 2.164 -0.644 1.530
Se 1.757 1.159 2.957
C -0.099 0.767 3.257
C -0.581 0.928 4.546
C -1.940 0.760 4.775
C -2.766 0.449 3.709
C -2.194 0.311 2.456
N -0.885 0.439 2.226
C 3.004 0.323 0.065
C 3.452 -0.456 -0.996
C 4.046 0.211 -2.054
C 4.165 1.594 -2.006
C 3.690 2.258 -0.889
N 3.115 1.630 0.141
H 0.101 1.160 5.352
H -2.338 0.866 5.776
H -3.831 0.320 3.833
H -2.780 0.086 1.575
H 3.313 -1.529 -0.999
H 4.411 -0.346 -2.908
H 4.615 2.151 -2.816
H 3.762 3.336 -0.808
C 1.015 -1.211 -3.443
O 0.670 -0.277 -2.427
C 0.754 1.037 -2.746
C 1.180 1.520 -3.972
C 1.286 2.897 -4.142
Br 1.882 3.547 -5.820
C 1.006 3.786 -3.134
C 0.583 3.296 -1.894
C 0.419 1.931 -1.719
O -0.009 1.425 -0.508
C 0.404 4.256 -0.790
N 0.264 5.544 -0.962
C 0.217 6.069 0.318
C 0.068 7.391 0.740
C 0.061 7.639 2.097
C 0.199 6.599 3.034
C 0.345 5.285 2.636
C 0.351 5.044 1.265
N 0.469 3.891 0.527
H 0.345 -1.112 -4.300
H 0.910 -2.192 -2.992
H 2.048 -1.063 -3.767
H 1.438 0.856 -4.781
H 1.120 4.852 -3.264
H -1.006 1.145 -0.648
H -0.037 8.188 0.016
H -0.052 8.654 2.454
H 0.190 6.837 4.090
H 0.453 4.484 3.357
H 0.600 2.945 0.850
C -2.518 -1.920 -1.801
C -2.959 -0.530 -1.345
C -4.280 -0.639 -0.586
C -3.120 0.393 -2.551
O -1.981 0.019 -0.488
H -3.228 -2.352 -2.510
H -2.440 -2.593 -0.943
H -1.541 -1.864 -2.284
H -5.072 -1.044 -1.219
H -4.593 0.347 -0.235
H -4.165 -1.301 0.276
H -3.903 0.043 -3.227
H -2.182 0.448 -3.108
H -3.378 1.400 -2.216
Cl 0.637 -5.446 -0.950
C 0.544 -4.629 0.614
Cl 2.142 -4.668 1.407
Cl -0.641 -5.432 1.634
C 0.213 -3.128 0.414
O 0.788 -2.530 -0.520
O -0.554 -2.568 1.223
```

<S²> = 3.756
Calculated total energy = -311755.987 eV
Spin multiplicity = 4
Frontier orbital gap (spin up / spin down) = 7.068 / 7.560 eV
Energy relative to the best compared isomer or geometry (same formula, charge and spin) = 8.19 kcal per mole

(2)
Density functional theory data (ωB97M-V with the def2-TZVPD basis set) for a 4-piece molecular cluster, CH9NO3 overall.

Geometry as XYZ:
```
14
CH9NO3, DFT ωB97M-V with the def2-TZVPD basis set
C -0.358 0.513 2.313
N -0.176 0.801 1.105
H 0.329 0.867 3.083
H -1.284 0.114 2.732
H -0.791 0.318 0.454
O -0.271 -2.552 -0.040
H -0.674 -3.001 -0.788
H 0.193 -3.198 0.492
O 1.178 2.379 -1.340
H 1.489 1.678 -1.916
H 1.228 2.006 -0.447
O -0.477 -0.018 -2.154
H 0.036 -0.737 -1.783
H -0.422 0.832 -1.708
```

Calculated total energy = -8814.665 eV
SMILES string = C=N.O.O.O
Frontier orbital gap = 10.720 eV
Energy relative to the best compared isomer or geometry (same formula, charge and spin) = 21.73 kcal per mole

(3)
Density functional theory data (ωB97M-V with the def2-TZVPD basis set) for a 2-piece molecular cluster, Cl2HNS overall.

Geometry as XYZ:
```
5
Cl2HNS, DFT ωB97M-V with the def2-TZVPD basis set
S -0.943 2.878 0.788
N -0.936 2.047 -0.542
Cl -0.997 2.816 -2.116
Cl 0.783 -0.383 -0.838
H 0.542 0.919 -0.400
```

Calculated total energy = -37383.676 eV
SMILES string = S=NCl.Cl
Frontier orbital gap (spin up / spin down) = 7.346 / 7.346 eV
Energy relative to the best compared isomer or geometry (same formula, charge and spin) = 34.19 kcal per mole

Which of these has the lowest energy relative to the best compared isomer or geometry (same formula, charge and spin)? C30H28BrCl3N4O5Se2V

Which value of calculated total energy does entry 2 give? -8814.665 eV

Which formula does entry 3 have? Cl2HNS

calculated total energy of number 1 (C30H28BrCl3N4O5Se2V)? -311755.987 eV